Here is C37H40As2N2O2Pt as an isolated structure from the OMol25 dataset. Energies are from the ωB97M-V functional and the def2-TZVPD basis.

```
84
Properties=species:S:1:pos:R:3:forces:R:3:mulliken_spin:R:1
C 2.93075 -2.06413 2.31189 -0.1 0.0 0.1 0.00
H -2.35176 -1.18761 -4.61874 0.0 0.0 0.0 0.00
C 3.43327 -2.78929 -0.74123 0.1 0.0 0.0 0.00
H -0.46859 -4.79283 3.41085 0.0 0.0 0.0 0.00
H -0.29433 -2.34791 3.63175 0.0 0.0 0.0 0.00
C 3.20947 -2.46770 3.61165 0.0 0.0 0.0 0.00
C 0.29564 0.38246 3.44748 0.0 0.0 0.0 -0.04
C 3.81795 0.10795 2.80720 0.0 0.0 0.0 0.00
C -0.62669 -3.95333 0.13224 0.0 0.0 0.0 0.00
N 1.69793 3.33275 -1.85025 0.1 0.0 0.0 0.00
H -0.52515 0.08230 4.10150 0.0 0.0 0.0 0.00
C -2.25457 -0.58848 -3.71083 0.0 0.0 0.0 0.00
C 3.77427 -1.57913 4.51598 0.0 0.0 0.0 0.00
H -1.98343 1.35260 -4.63130 0.0 0.0 0.0 0.00
H 1.20679 -0.72625 -2.22246 0.0 0.0 0.0 0.00
H -1.86357 2.51227 1.54052 0.0 0.0 0.0 0.02
H -4.19015 0.29465 -3.97464 0.0 0.0 0.0 0.00
C 1.81912 5.25453 -3.21657 0.0 0.0 0.0 0.00
H 2.34042 -4.70278 -3.31694 0.0 0.0 0.0 0.00
C -3.65215 -0.25517 -3.19455 0.0 0.0 0.0 0.00
C 4.08250 -0.28676 4.10984 0.0 0.0 0.0 0.00
C -3.12924 -0.57704 2.11757 0.0 0.0 -0.1 -0.01
H -5.17899 -1.00311 2.56557 0.0 0.0 0.0 0.00
C 1.58855 4.09239 -0.74819 0.0 0.0 0.0 -0.02
As 2.93785 -0.02457 0.11731 0.0 0.1 0.0 0.00
H 1.91740 5.67185 -4.20788 0.0 0.0 0.0 0.00
H 4.14467 -2.83282 0.07496 0.0 0.0 0.0 0.00
C 1.70244 6.06378 -2.09627 0.0 0.0 0.0 0.00
C 2.43166 -3.84938 -2.65791 0.0 0.0 0.0 0.00
C -0.54427 -2.57404 0.25441 0.1 0.0 0.0 0.00
C 3.31023 -3.88532 -1.58577 0.0 0.0 0.0 0.00
C 1.58833 5.46684 -0.85223 0.0 0.0 0.0 0.00
H 1.00721 -2.65740 -3.73400 0.0 0.0 0.0 0.00
H -0.65767 -5.82658 1.17422 0.0 0.0 0.0 0.00
H 2.48382 -2.76875 1.62299 -0.1 0.0 0.0 0.00
H 1.54771 2.20720 3.31078 0.0 0.0 0.0 0.02
H -1.71207 -1.20231 -2.98386 0.0 0.0 0.0 0.00
H 3.98884 -1.89599 5.52819 0.0 0.0 0.0 0.00
H 1.50031 6.05407 0.04998 0.0 0.0 0.0 0.00
C -0.48804 -4.17062 2.52559 0.0 0.0 0.0 0.00
H 2.98380 -3.48217 3.91703 0.0 0.0 0.0 0.00
H 4.08696 1.10934 2.48690 0.0 0.0 0.0 0.00
H 3.91234 -4.76696 -1.40720 0.0 0.0 0.0 0.00
O -0.98268 2.25243 -0.83420 -0.1 -0.1 0.1 0.00
H -4.21203 3.12291 1.96649 0.0 0.0 0.0 0.00
C -3.69665 0.55720 -1.90343 0.0 0.0 0.0 0.00
H 4.54090 0.40629 4.80337 0.0 0.0 0.0 0.00
H 1.17681 -0.21931 3.65524 0.1 -0.1 0.0 0.04
O 1.73343 2.00542 -1.78109 0.1 0.0 0.0 0.00
H 0.15648 1.26303 -2.71628 0.0 0.0 0.0 0.00
C -0.39700 -2.79188 2.64935 0.0 0.0 0.0 0.00
H -4.20243 -1.18562 -3.04284 0.0 0.0 0.0 0.00
H 1.70496 7.14015 -2.19248 0.0 0.0 0.0 0.00
C -4.84790 1.09843 2.28182 0.0 -0.1 0.0 0.00
H -4.73851 0.70264 -1.61533 0.0 0.0 0.0 0.00
C 1.80190 -1.61467 -2.03767 0.0 0.0 0.0 0.00
As -0.32047 -0.07722 1.62209 0.1 0.1 0.1 0.03
C -3.03865 1.94441 -2.01660 0.0 0.0 0.0 0.00
C -2.19045 0.40883 1.82038 0.0 -0.1 0.0 -0.03
C -0.59714 -4.75032 1.26820 0.0 0.0 0.0 0.00
C -1.40485 0.63367 -4.04482 0.0 0.0 0.0 0.00
Pt 0.79183 1.05840 -0.10189 -0.1 -0.1 0.0 0.09
H 1.50515 3.54582 0.18102 0.0 0.0 0.0 0.01
C 2.66321 -1.64630 -0.94041 -0.1 0.0 -0.1 0.00
H -2.84007 -1.61939 2.16002 0.0 0.0 0.0 0.00
C -0.42095 -1.99393 1.51094 0.1 0.0 0.0 0.01
C 3.21738 -0.76666 1.89934 0.0 0.0 0.0 -0.01
C 1.68279 -2.70260 -2.88805 0.0 0.0 0.0 0.00
H -0.24541 2.52417 3.69909 0.0 0.0 0.0 -0.01
C 1.81463 3.88655 -3.06995 0.0 0.0 0.0 0.00
H 1.91241 3.17901 -3.87866 0.0 0.0 0.0 0.00
H -0.54848 -1.95098 -0.63281 0.0 0.0 0.0 0.00
H -0.55235 0.33982 -4.65522 0.0 0.0 0.0 0.00
H -3.23038 0.00336 -1.08325 0.0 0.0 0.0 0.00
C 0.55754 1.82591 3.51216 0.0 0.0 0.0 0.86
N -0.84648 1.29165 -2.86504 -0.1 0.0 -0.1 0.00
C -3.91149 2.08313 2.00292 0.0 0.1 0.0 0.01
H -3.38239 2.59793 -1.21848 0.0 0.0 0.0 0.00
H -3.30226 2.40314 -2.97366 0.0 0.0 0.0 0.00
H -5.88141 1.36589 2.45893 0.0 0.0 0.0 0.00
C -2.58636 1.74182 1.76971 0.0 0.0 0.0 0.03
C -1.54663 1.84567 -1.87682 0.0 0.0 0.0 0.00
H -0.70116 -4.40402 -0.84878 0.0 0.0 0.0 0.00
C -4.45442 -0.23134 2.34108 0.0 0.0 0.0 0.00
```
Forces are in eV/Å.

Results
strongest force on any atom	0.182	eV/Å
2S+1	2
total charge	+1
relative energy (zero: lowest compared OMol25 entry of this formula, charge and spin)	0.0000	eV
E	-171010.569	eV

---

Here is C21H31Cl3F2GeNOPPd as an isolated structure in a non-equilibrium geometry from the OMol25 dataset. Energies are from the ωB97M-V functional and the def2-TZVPD basis.

```
62
Properties=species:S:1:pos:R:3:forces:R:3:mulliken_spin:R:1
H -2.58700 1.23470 -0.38890 0.3 -0.1 0.0 0.00
F -1.85920 0.63720 4.87460 0.2 -0.1 -0.1 -0.01
F 2.66340 -0.43400 4.32860 -0.1 0.1 -0.1 -0.01
C -0.81110 0.40600 4.07930 0.4 0.1 -0.3 -0.04
H 1.08560 1.84710 -0.65610 0.0 0.2 -0.1 -0.01
H -2.72070 -0.38340 -1.81740 -0.1 -0.1 -0.2 0.00
H 5.85480 0.35170 1.16090 0.1 0.0 0.1 0.00
O -1.67130 1.53300 -0.28340 -0.2 -0.4 -0.2 0.03
C 1.06490 2.37280 -1.61740 0.0 -0.2 0.1 0.00
C 0.09370 0.26760 1.86990 -0.2 -1.3 0.9 -0.57
H 0.11820 2.89870 -1.70320 -0.1 0.1 0.0 0.00
H 2.90820 -0.84210 -1.68640 0.0 0.1 0.1 0.01
H -3.60590 -0.15470 -3.33140 -0.1 0.1 -0.1 0.00
C 3.18850 -0.52680 -0.69020 0.3 0.0 -0.4 -0.01
H 4.04800 0.53720 2.83710 0.0 0.0 0.1 0.00
C -0.98860 0.47050 2.70330 -0.3 0.2 -0.4 0.13
C 4.83520 0.11730 0.89720 -0.2 0.1 -0.2 0.00
C 1.48670 -0.09510 3.77990 -0.3 0.1 -0.2 -0.07
C -1.51290 0.34930 -3.46490 0.2 -0.1 0.3 0.03
H -2.13790 3.54490 -0.24920 0.1 0.0 0.1 0.00
H 1.56480 -1.91780 -2.53030 -0.1 0.1 -0.1 0.00
C 2.50690 -0.06170 1.45950 0.4 0.0 0.4 -0.02
H -2.54780 -1.53280 -3.13840 0.0 -0.2 0.0 0.00
C 1.68620 -1.27500 -4.57290 0.0 -0.1 0.2 0.01
C 0.41530 0.08680 4.63360 -0.1 0.0 0.0 0.04
C 1.09690 2.15090 -4.10140 0.1 -0.2 0.0 0.01
H -1.69200 1.39960 -3.20240 0.1 -0.1 0.0 0.01
Cl -1.88030 -4.10620 2.30670 0.1 -0.1 0.3 0.00
P 0.06330 -0.05510 -2.53100 0.2 -0.8 -1.2 0.21
H -0.65120 0.75640 -5.44800 0.1 0.0 -0.1 0.00
H 2.23150 -2.17780 -4.84370 0.1 0.0 -0.1 0.00
C 4.51580 -0.27950 -0.39350 -0.1 -0.1 0.1 0.01
C -2.66440 -0.48110 -2.89900 0.1 0.2 0.1 -0.01
H 0.10130 2.56520 -4.22230 -0.1 0.1 -0.1 0.00
N 2.20890 -0.39990 0.19470 -1.1 0.4 0.1 0.07
H 2.41440 -0.48040 -4.42260 0.1 0.0 -0.1 0.00
C 1.23230 1.39780 -2.78280 -0.2 -0.2 0.4 0.01
H 1.79590 2.98430 -4.09370 0.1 0.1 0.0 0.00
H -2.40030 0.64690 -5.37930 -0.1 0.1 -0.1 0.00
C -1.71000 2.77780 0.40270 0.0 0.5 0.1 0.00
H -0.69660 -2.84860 -2.58810 -0.1 -0.1 -0.2 0.00
H 1.33820 1.53120 -4.95880 0.0 0.0 -0.1 0.00
Cl -2.38440 -1.40400 0.42500 -0.1 0.6 0.1 0.09
H -0.69010 3.05160 0.66580 0.0 0.0 0.0 0.00
H 1.04500 -1.01210 -5.40900 -0.1 0.1 -0.1 0.00
Cl 0.47940 -2.88200 0.11990 0.2 -0.4 -0.1 0.20
C 3.82300 0.22680 1.83170 -0.1 -0.1 -0.1 0.01
H 0.52880 -0.01560 5.70180 0.1 0.0 0.1 0.00
Pd -0.12490 -0.55860 -0.14320 0.9 1.7 0.9 0.76
C 0.87910 -1.55820 -3.30910 -0.1 0.4 0.0 0.00
H 0.38670 -3.60220 -3.75490 0.0 -0.1 0.0 0.00
C -1.47640 0.22460 -4.98880 0.1 0.1 0.1 0.01
H -1.44520 -0.81000 -5.31210 0.0 -0.1 0.0 0.00
H -2.29710 2.72100 1.32010 0.0 0.0 0.0 0.00
H 1.86430 3.11220 -1.63080 0.0 0.0 0.0 0.00
C 1.37380 0.02670 2.38630 0.1 0.1 0.0 0.13
H -1.98040 0.67500 2.32640 0.0 -0.2 0.0 -0.01
H 2.23990 0.97490 -2.72380 -0.1 -0.1 0.0 0.00
H -0.82490 -2.46460 -4.32330 -0.1 0.0 0.0 0.00
Ge -1.80370 -3.68640 0.18660 -0.1 -0.6 -0.4 -0.01
H 5.26870 -0.39830 -1.15650 0.0 0.0 0.0 0.00
C -0.13540 -2.67840 -3.51160 0.0 0.0 0.3 0.00
```
Forces are in eV/Å.

Results
strongest force on any atom	2.170	eV/Å
2S+1	2
total charge	+1
relative energy (zero: lowest compared OMol25 entry of this formula, charge and spin)	1.8006	eV
E	-138100.023	eV

---

Here is a 2-piece molecular cluster, C7H16N2 overall in a non-equilibrium geometry from the OMol25 dataset. Energies are from the ωB97M-V functional and the def2-TZVPD basis.

```
25
Properties=species:S:1:pos:R:3:forces:R:3:nbo_charge:R:1
C 2.95016 -1.30581 -0.99540 -0.1 -0.2 0.3 -0.70
H 0.65549 -0.94240 2.39256 0.1 -0.1 0.1 0.20
H 3.13115 -1.02928 0.04354 0.0 -0.1 0.0 0.24
H -0.74954 -2.39194 1.08536 -0.1 0.0 0.0 0.35
H -1.62216 -1.85831 -0.20891 0.1 -0.1 0.1 0.38
H 0.53738 -0.70028 -0.06113 -0.9 0.0 0.7 0.17
C 2.12186 -0.30559 -1.64145 0.2 0.8 -0.9 0.01
H -0.68460 0.17500 2.61478 -0.1 0.1 0.1 0.21
H -0.39376 2.39229 0.98181 0.1 0.1 0.1 0.21
H 0.84239 0.74161 1.90923 0.1 0.1 0.1 0.21
H -1.79338 2.71000 -0.03761 0.0 0.1 0.0 0.20
H 3.90836 -1.39151 -1.50747 0.0 0.0 0.0 0.24
C 0.14072 -0.08616 1.95867 -0.1 -0.1 -0.3 -0.61
H -1.98471 1.76893 1.44249 -0.1 0.0 0.1 0.20
H 2.45182 -2.27492 -1.01952 0.1 -0.1 0.1 0.24
C 1.60497 0.57041 -2.28546 0.5 -0.8 0.4 -0.27
C -1.31904 1.96722 0.60425 0.0 -0.3 -0.2 -0.62
C -1.06521 0.69145 -0.20837 0.3 0.4 -0.2 -0.06
C -0.37120 -0.45762 0.56877 1.1 -0.1 -0.4 -0.05
N -2.27983 0.19338 -0.84384 -0.2 0.0 -0.2 -0.85
H -2.95800 -0.04394 -0.12660 0.0 0.0 -0.1 0.36
H -2.68189 0.91868 -1.42774 0.0 -0.1 0.1 0.36
N -1.25830 -1.60361 0.70317 -0.2 -0.2 0.0 -0.86
H -0.36939 0.95453 -1.03258 -0.4 -0.1 0.5 0.20
H 1.18671 1.30787 -2.90855 -0.3 0.3 -0.2 0.24
```
Forces are in eV/Å.

Results
strongest force on any atom	1.236	eV/Å
2S+1	1
relative energy (zero: lowest compared OMol25 entry of this formula, charge and spin)	2.6399	eV
structure (SMILES)	C[C@H](N)[C@@H](C)N.C#CC
E	-10496.617	eV

---

Which of these has the highest E?
C7H16N2